Molecular formula: C51H88As3Ge2N2O6P2RbS2
Method: DFT, the ωB97M-V functional and the def2-TZVPD basis

Last column: Löwdin charge in e.
Positions of all 157 atoms, in Å:
C -0.25918 3.68092 2.83292  -0.325
C 3.08738 -4.76188 0.35642  -0.033
H 8.69677 -0.86898 -3.19586  0.088
H 3.65428 6.84720 2.56295  0.019
H 4.39643 0.88163 1.01330  0.087
C 7.65639 -0.92443 -3.49345  -0.115
H -2.55106 0.67613 2.18570  0.028
H 1.89640 5.71323 -2.17650  0.011
H 4.28317 -1.71662 -0.77226  0.087
H -6.68710 -1.92474 4.08394  0.101
C 3.17859 1.34101 -8.60084  -0.119
O 1.02098 -1.03335 1.90163  -0.452
C -3.22367 3.80298 -3.14275  -0.013
H 1.50613 -3.02744 5.35675  0.083
C -2.25626 0.92119 -3.69885  -0.022
C 4.50695 1.87938 1.44092  -0.091
H 2.40021 4.61282 1.83297  0.053
H -8.35134 -5.86100 3.80853  0.086
C -5.33131 -3.41240 -2.21972  -0.180
C -5.57700 2.10983 -0.13175  -0.358
H 0.35711 3.60614 -3.00923  0.026
H 7.36796 1.20530 -3.45975  0.092
Ge -4.37480 -1.63205 -0.01193  0.860
H 4.83424 -1.19822 -7.09125  0.102
C -5.96707 -0.44679 1.88417  -0.239
H 0.30830 2.02675 -2.22402  -0.021
H -0.67620 -1.76634 3.45029  0.057
H -7.89344 -3.80614 5.11844  0.090
H 2.20404 5.48107 4.23995  0.015
C 2.98754 4.85736 4.66984  -0.359
H 1.87789 -1.95267 3.99204  0.068
H -5.83644 -4.14750 -1.59014  0.039
As 1.27099 3.79040 -0.66399  1.134
H -4.30804 3.66751 -3.16372  0.087
C 3.36060 4.09079 1.75622  -0.397
H 4.87073 1.76977 2.46534  0.057
H 5.32767 6.52998 2.05656  0.009
H -2.28977 -4.82964 1.00469  0.063
H 5.48149 -2.46459 1.30041  0.081
H -3.83000 -4.84776 0.14385  0.055
O 2.91785 -2.53633 1.35412  -0.165
C 2.25597 1.61709 -7.60312  -0.101
Ge -4.67477 0.62084 0.80748  0.855
C 5.72479 -2.22370 -4.10266  -0.128
P 1.32328 -2.34215 1.23505  0.182
C -2.63420 2.90826 -2.09398  -0.329
As 4.41824 4.53690 3.36225  1.113
C -0.77176 -2.78566 3.81819  -0.018
C -3.21041 -4.26645 0.83108  -0.162
H -5.03924 -1.28936 -2.38158  0.046
C 5.05785 -3.46246 1.18471  -0.038
H -0.97197 -2.75857 4.89247  0.088
H -1.58005 4.82130 -0.08425  0.041
H -4.85190 2.92048 -0.21878  0.044
C 5.57611 0.16648 -4.00413  -0.105
H -2.18154 -2.38754 0.93728  0.030
H -4.29194 -3.73033 -2.31883  0.064
H -3.14528 2.22029 4.06199  0.044
H -1.31156 3.62218 3.11553  0.004
C 0.50683 -3.56521 3.52865  -0.633
H 3.72864 -5.38428 -0.27161  0.085
C 3.70894 -3.37740 0.48227  -0.625
P 3.18406 -1.13661 -4.68611  -0.049
H -5.81343 1.78920 -1.14912  0.052
C 4.11677 -0.39844 -7.23243  -0.102
C 1.69985 -2.98679 4.28180  -0.032
H -6.61422 2.93848 1.59440  0.052
H -7.55981 1.76770 0.69467  0.054
H 1.84263 2.61855 -2.86794  -0.012
H -1.09057 0.91693 4.12168  0.011
H 0.46675 0.08259 3.94352  -0.006
H 2.88865 -2.61579 -1.37468  0.058
H 4.51161 -3.30724 -1.51593  0.083
H 3.92494 4.56715 0.94593  0.060
H 2.60059 -3.56208 4.06308  0.082
C -7.83085 -5.02734 3.35338  -0.122
H -2.87974 2.25221 1.50669  0.033
H -3.00230 4.84874 -2.95022  0.066
H 7.63408 -3.06532 -3.60015  0.092
H -1.61668 -3.26112 3.31698  0.079
Rb -0.45077 -0.35338 -0.27754  0.713
C -7.39161 -5.10508 2.03909  -0.097
H -2.16785 -0.16086 -3.64427  0.074
H 4.98221 1.06914 -4.08843  0.096
H 5.24309 -3.17453 -4.29721  0.052
H 2.47446 2.19588 3.41870  0.059
H -2.84035 3.52261 -4.12381  0.073
N -2.88864 0.70372 -1.32380  -0.167
C 3.19648 -0.12215 -6.22406  -0.383
H 0.39278 1.69068 4.73184  0.022
C -2.88998 -2.88604 0.26904  -0.349
C -6.90183 -2.81235 3.50175  -0.051
H 1.52425 2.40362 -7.74438  0.093
H 4.83936 0.10939 -9.18408  0.090
H -6.46256 -1.72739 -1.43473  0.056
N -2.11444 3.29998 -0.99748  0.048
C -3.34273 1.41564 2.03530  -0.372
C -5.75533 -1.73161 1.53560  -0.332
H 5.75027 -4.07071 0.59943  0.082
C -3.91900 1.85262 3.37910  -0.182
C 4.61409 6.43237 2.87447  -0.366
H -4.64987 2.65588 3.25547  0.057
H -4.43096 1.02665 3.87671  0.056
H -7.56931 -6.00278 1.45913  0.094
C -6.71175 -4.04150 1.46580  -0.050
C 6.90963 0.24024 -3.64085  -0.101
H 0.10171 -5.14428 4.95278  0.082
H 3.49252 2.60848 -0.74707  0.079
H -0.14537 4.42689 2.04855  -0.026
H 2.55244 3.91845 5.00619  -0.001
H -6.35344 -4.11556 0.44763  0.083
C -6.84028 2.58146 0.58700  -0.196
H 2.10370 -4.70144 -0.10491  0.080
H 2.41974 0.82226 2.32819  0.058
C 7.06063 -2.15411 -3.72115  -0.101
H 5.26638 2.41868 0.86543  0.082
C -0.02229 1.05204 3.94796  -0.297
H 2.24897 1.49542 -0.22659  0.064
S 2.69457 -2.98497 -5.18743  0.115
C 2.64992 2.49961 -0.05623  -0.351
H 4.94294 -3.90855 2.17418  0.077
H -7.33886 3.39877 0.05476  0.054
C 3.15714 2.61162 1.39781  -0.678
C 2.46418 5.16330 -1.42443  -0.336
H 1.22961 -5.59496 3.65640  0.080
O -2.80147 -0.60320 -1.47161  -0.473
C -6.46748 -2.86499 2.17311  -0.238
C 0.91605 2.91686 -2.37529  -0.351
O -2.21260 4.69480 -0.80262  -0.102
H 3.17262 1.91027 -9.52223  0.087
C -7.57483 -3.87384 4.08468  -0.107
H -3.75166 -4.20516 1.77805  0.058
H 0.32277 3.97168 3.70685  -0.003
O 0.83258 -2.56958 -0.14732  -0.433
H 4.98727 6.99462 3.73075  0.007
H 3.42127 5.36681 5.53184  0.007
H -2.38097 -2.96670 -0.69264  0.061
H 3.32843 4.70037 -1.90374  0.023
C -5.42512 -1.99889 -1.64912  -0.344
H 1.57249 1.11399 -5.61808  0.059
C 4.11407 0.33050 -8.41037  -0.105
C -2.60373 1.44914 -2.33664  -0.333
H -5.78453 -3.48128 -3.21325  0.057
O 0.72950 -3.56867 2.11484  -0.164
H -6.72775 -0.16565 2.61728  0.045
C 4.97233 -1.06737 -4.24239  -0.391
S 2.21277 -0.12945 -3.27932  0.229
C 3.85153 -2.71385 -0.87881  -0.034
H -0.50114 -5.45713 3.31247  0.081
C 2.27037 0.89336 -6.41758  -0.109
H 2.80111 5.86550 -0.66232  -0.003
H 2.98843 -5.23026 1.33769  0.079
H -1.30860 1.33089 -4.05839  0.073
H -3.02823 1.17286 -4.43186  0.076
As 0.26218 1.88433 2.19530  1.099
C 0.32272 -5.03523 3.88847  -0.033
C 2.23003 1.89805 2.39296  -0.345

F_max: 0.953 eV Å⁻¹
Energy relative to the best compared isomer or geometry (same formula, charge and spin): 10.43 kcal/mol
Net charge: -2
Frontier orbital gap: 6.47 eV
E_HOMO: -0.10999 hartree



Molecular formula: C51H91F4N8O
Method: DFT, the ωB97M-V functional and the def2-TZVPD basis

Last column: Löwdin charge in e.
Positions of all 155 atoms, in Å:
F -7.07538 -2.32045 -0.28365  0.057
N -2.88641 3.12015 6.10718  0.132
C 7.06817 0.57494 -0.65990  -0.208
H 5.98765 -0.59676 -2.21409  0.106
H -6.26896 0.45722 7.50294  0.113
C -6.04919 -0.10959 -0.52759  0.058
H -6.64662 -1.59386 -5.15364  0.105
H -0.33868 3.23553 0.76255  0.104
H 3.34037 -1.58878 7.11368  0.114
N -4.71415 -3.33890 8.02421  0.138
C -4.22264 -5.21877 5.09965  -0.266
C -4.95262 -4.18197 7.23418  -0.197
H 4.85671 -3.30757 2.06722  0.100
C 1.76550 4.00527 -0.39390  -0.222
H -5.39347 4.03537 1.16398  0.092
H -5.09630 -7.28591 -0.85458  0.074
H -5.23510 -6.22681 6.72663  0.117
C 2.96199 4.89845 -0.98376  -0.209
H 2.21706 1.72559 -7.72153  0.074
H -3.93503 -3.06027 5.00034  0.058
C -6.64582 -2.34317 -4.27518  -0.067
C 4.77255 2.32619 -3.28051  -0.226
H -5.41892 0.33116 2.41850  0.113
N -6.31383 2.21182 -0.59568  0.114
C -5.26516 0.79314 7.22794  -0.260
H 5.84184 -1.93765 2.96152  0.094
C -2.32528 -7.85517 -1.09940  -0.187
F -5.28933 -3.41829 -1.74012  0.017
C -5.83009 -1.62244 -0.10437  -0.240
C -6.55721 1.78513 -1.94983  0.076
H -6.54267 1.77214 2.41720  0.136
H 4.57115 2.51894 -4.40857  0.077
C 7.94543 2.34385 -6.72025  -0.266
H 2.46875 0.24753 -5.74700  0.112
C 5.79874 3.57272 -6.92135  -0.193
H -5.54120 -2.60204 -4.09481  0.100
C 7.02241 -3.18528 1.39498  -0.129
H 6.85023 -3.50742 0.30038  0.077
C 4.89268 3.70762 -2.43077  -0.181
C 0.72335 1.46345 -4.03367  -0.132
F -3.87011 -3.11453 0.00878  0.019
H -2.08824 5.35799 -0.61121  0.108
H 7.05399 2.11833 -2.92859  0.096
N -3.80676 -9.89174 -2.01782  0.134
H 0.35951 3.89813 -2.15636  0.053
C -5.97747 1.16205 0.33928  -0.023
H 4.85589 0.68098 -1.38178  0.092
H -5.97512 2.29122 5.82664  0.106
H -3.43473 1.64010 1.70191  0.123
C -4.68973 -2.40432 -0.93462  -0.137
C -5.34289 2.23375 6.71726  -0.187
C 6.93296 2.95893 -7.68978  -0.179
H 3.87870 4.88157 -0.28747  0.103
H -1.91652 4.87066 1.14925  0.111
H 0.50111 1.96170 -7.35462  0.076
H -4.43750 -6.02627 4.39384  0.108
N 5.09323 0.77775 5.06139  0.137
H 3.32687 -3.54073 5.58422  0.076
C -3.09475 -7.10102 -0.01253  -0.270
C -2.10043 4.44948 0.09754  -0.188
H -5.19361 -3.67864 3.91373  0.074
H 6.53654 2.18983 -8.35749  0.113
H 5.71333 -1.73008 -0.11600  0.080
H -3.48092 -3.92264 3.53449  0.070
C 0.33303 4.29628 -1.07591  -0.227
H 7.80629 -0.31187 -0.68116  0.109
H 2.05418 2.90395 -0.59205  0.111
H 1.72371 -1.90578 6.49550  0.108
C -4.30900 2.23829 2.14967  -0.161
H -4.90602 -5.95630 0.28275  0.069
H -6.26321 -5.09876 5.83184  0.118
H 9.05652 4.16738 -6.32150  0.079
H 2.69957 -2.53208 4.27054  0.076
H -4.65351 0.75326 8.13441  0.119
C 5.16102 -1.46663 0.84508  -0.221
H 5.66142 4.35265 -2.97604  0.105
C 3.30155 -2.52406 5.18456  -0.117
H 1.99755 -0.08008 4.79856  0.114
H 7.83747 -2.38960 1.41978  0.072
F -5.51191 -1.79005 1.27667  0.056
H 5.07458 0.19225 2.40245  0.084
H 7.24654 -4.11576 2.01471  0.068
H -4.06640 -1.71672 -1.59196  0.177
H -4.16474 2.46768 3.26587  0.109
N -6.36776 0.36528 -1.85512  0.012
H 7.70936 1.49290 -0.95426  0.102
H -4.08403 4.11874 -0.86928  0.095
H -3.82926 4.44842 2.04062  0.117
H 3.42997 5.25206 -3.15783  0.106
H -1.07516 2.55103 -0.77782  0.094
C -4.68511 -0.16918 6.19699  -0.116
C 2.72267 -1.56288 6.21048  -0.274
H 5.21577 3.42199 -1.36285  0.108
C -4.21133 -3.89213 4.34688  -0.112
C -6.54165 -0.33159 -3.16435  -0.179
H 7.46401 1.55571 -6.13227  0.097
C 5.21808 0.08046 1.25792  -0.219
H 6.48468 1.96357 1.10590  0.112
H 4.33894 0.66923 0.78937  0.096
H 1.74937 2.58730 -6.26065  0.069
C 1.48138 1.75342 -6.91462  -0.107
C 1.47139 0.42764 -6.16064  -0.266
C 6.12529 1.46621 -3.03540  -0.200
H -7.29325 -3.23664 -4.54384  0.120
H -2.08038 -7.18788 -1.93016  0.115
H -7.24333 0.29514 -3.83619  0.166
H -3.21302 2.56442 -0.31044  0.090
H -5.51003 -0.44294 -3.64532  0.149
H 0.45323 -0.58367 -4.53871  0.113
H -6.38833 3.22947 -0.47743  0.148
C 5.66884 -2.49411 1.97990  -0.243
O -7.12186 -1.64278 -3.06470  -0.185
C -4.34212 3.64855 1.38481  -0.200
H -0.57509 0.53853 -5.44166  0.113
C 3.40153 4.36137 -2.44725  -0.201
H 1.26516 -0.38191 -6.86684  0.109
H -5.28159 -0.16544 5.27805  0.064
H -3.65419 0.08884 5.93948  0.073
H 2.68245 6.01230 -1.11730  0.107
H 3.83062 1.80366 -2.88578  0.084
H 8.74764 1.87184 -7.29477  0.110
H 4.32635 -2.25233 4.91966  0.057
H -1.38981 -8.24839 -0.69374  0.115
H -4.67519 -1.18796 6.59196  0.033
H 7.79465 3.82049 -5.12438  0.062
H 0.15535 5.43164 -1.16988  0.113
H -2.46564 -6.29427 0.37537  0.105
C 4.01335 0.37504 5.33623  -0.199
C -0.80905 3.52649 -0.24757  -0.208
H -3.30821 -7.77322 0.82459  0.113
C -3.50044 3.63593 -0.00607  -0.213
H 2.20114 0.52473 6.44878  0.114
H 7.40734 3.72906 -8.30396  0.119
C -5.62505 1.31935 1.87795  -0.109
C 2.63411 -0.12764 5.68632  -0.182
H 6.26929 0.82836 -3.97823  0.088
C -3.15427 -8.99642 -1.61377  -0.211
H -4.23083 -5.81904 -1.34826  0.061
H -3.22353 -5.40431 5.50629  0.115
H -5.77638 2.88226 7.48268  0.116
C 6.56581 0.84304 0.84130  -0.210
N 0.95369 2.31148 -3.24603  0.172
H 9.28921 2.89110 -5.11658  0.076
H 1.70472 4.12916 0.75040  0.107
C -4.40623 -6.50839 -0.51709  -0.118
H 4.04512 -1.69934 0.64143  0.107
H -6.81793 2.44830 -2.83068  0.180
H 2.62503 3.58143 -2.77542  0.046
H 7.39514 0.43438 1.53895  0.109
C -5.25620 -5.25458 6.22811  -0.179
C 5.90609 0.46287 -1.76178  -0.195
C 8.55361 3.36837 -5.76840  -0.109
C 0.43038 0.38804 -5.03884  -0.179
C -3.96705 2.73060 6.37683  -0.219
N 4.90992 4.05510 -6.31388  0.144

F_max: 6.350 eV Å⁻¹
Net charge: +1
Frontier orbital gap: 6.82 eV
E_HOMO: -0.39731 hartree